# C20H18ClFN4O4S

C20H18ClFN4O4S in the gas phase in a non-equilibrium geometry (wB97M-V/def2-TZVPD, OMol25).

Last column: natural (NBO) charge in e.
Element x y z (Å)
C: -1.5324 -2.9755 -0.1968  -0.63
C: -3.0111 -2.6726 -0.0190  -0.06
O: -3.1733 -1.2673 0.0063  -0.52
C: -4.4350 -0.7641 0.1642  0.27
C: -5.5729 -1.5290 0.3690  -0.29
C: -6.8058 -0.9188 0.5455  -0.21
C: -6.9129 0.4569 0.5184  -0.23
C: -5.7875 1.2350 0.3025  -0.23
C: -4.5491 0.6398 0.1203  0.16
N: -3.3768 1.3691 -0.1260  -0.64
C: -3.1859 2.6939 0.0478  0.66
O: -4.0097 3.4915 0.4368  -0.60
C: -1.7706 3.1513 -0.3106  -0.61
S: -0.5123 2.5525 0.8727  0.33
C: -0.0315 1.1245 0.0472  0.29
N: -0.5547 0.6176 -1.0338  -0.37
N: 0.1871 -0.4634 -1.3450  -0.28
C: 1.1051 -0.5780 -0.4464  0.44
C: 2.1891 -1.5921 -0.3768  -0.29
N: 3.4826 -0.9589 -0.5038  -0.60
C: 4.2797 -0.7747 0.5789  0.68
O: 4.0617 -1.2586 1.6621  -0.58
C: 5.4815 0.0842 0.2888  -0.24
C: 6.7686 -0.4314 0.3973  0.45
F: 6.9237 -1.7362 0.6608  -0.31
C: 7.8940 0.3505 0.2074  -0.28
C: 7.7327 1.6928 -0.0874  -0.17
C: 6.4671 2.2417 -0.2016  -0.25
C: 5.3540 1.4372 -0.0162  0.01
Cl: 3.7759 2.1336 -0.1450  0.02
O: 1.0240 0.4121 0.4811  -0.40
H: -1.3857 -4.0484 -0.2792  0.21
H: -1.1587 -2.4886 -1.0939  0.23
H: -0.9706 -2.6073 0.6583  0.20
H: -3.5866 -3.0975 -0.8526  0.17
H: -3.3746 -3.1092 0.9214  0.17
H: -5.5132 -2.6052 0.3988  0.22
H: -7.6789 -1.5326 0.7073  0.21
H: -7.8706 0.9327 0.6600  0.21
H: -5.8618 2.3087 0.2789  0.25
H: -2.5982 0.8051 -0.4563  0.44
H: -1.4740 2.8036 -1.2985  0.27
H: -1.7348 4.2385 -0.2515  0.26
H: 2.1824 -2.0817 0.6030  0.26
H: 2.0316 -2.3252 -1.1706  0.24
H: 3.6797 -0.4654 -1.3607  0.41
H: 8.8709 -0.0964 0.2971  0.24
H: 8.5998 2.3181 -0.2300  0.23
H: 6.3382 3.2873 -0.4302  0.23

Atoms 1-2, force components in eV/Å:
-0.413 0.205 -0.035
0.178 -0.430 -0.004

Calculated values
- ΔE to the lowest compared entry with this formula, charge and spin: 0.0000 eV
- LUMO level: 0.01771 Eh
- SMILES: CCOc1ccccc1NC(=O)CSc1nnc(CNC(=O)c2c(F)cccc2Cl)o1

=====

# C23H59N5O8

4 unconnected molecules or ions with the total composition C23H59N5O8 in a non-equilibrium geometry (wB97M-V/def2-TZVPD, OMol25).

Last column: Löwdin charge in e.
Element x y z (Å)
C: 7.1553 0.9430 0.5473  -0.06
C: 6.6686 0.7655 -0.8857  -0.26
O: 5.4004 0.1410 -1.0021  -0.11
C: 4.2887 0.8262 -0.4479  -0.33
C: 3.0741 0.3821 -1.2858  -0.12
O: 1.9969 -0.0533 -0.4687  -0.12
C: 0.9162 0.8633 -0.4352  -0.18
C: -0.2221 0.2533 0.3650  -0.15
O: -0.8435 1.1351 1.2871  -0.08
C: -1.3584 2.3253 0.7738  -0.26
O: -2.1244 2.1214 -0.3838  -0.10
C: -1.8968 3.0384 -1.4313  -0.19
C: -2.6826 4.3350 -1.2933  -0.21
O: -3.9096 4.2911 -2.0146  -0.07
N: 4.4408 2.2683 -0.4129  0.00
C: 3.9776 2.9477 0.7786  -0.22
C: 4.7329 4.2499 0.9973  -0.28
N: 4.7878 5.0014 -0.2530  -0.01
H: 6.8377 1.9103 0.9081  0.05
H: 6.7875 0.1581 1.1936  0.07
H: 8.2365 0.9481 0.5263  0.07
H: 7.3567 0.0869 -1.3783  0.11
H: 6.7259 1.6930 -1.4377  0.10
H: 4.0656 0.4940 0.5630  0.15
H: 2.7650 1.1756 -1.9597  0.12
H: 3.3838 -0.4480 -1.9101  0.13
H: 0.5616 1.0882 -1.4369  0.12
H: 1.2551 1.7658 0.0706  0.11
H: 0.1609 -0.5900 0.9197  0.13
H: -0.9650 -0.1425 -0.3188  0.12
H: -1.9836 2.7311 1.5640  0.14
H: -0.5612 3.0484 0.5860  0.13
H: -2.2213 2.5511 -2.3438  0.12
H: -0.8398 3.2755 -1.5537  0.12
H: -2.9107 4.5408 -0.2567  0.12
H: -2.1004 5.1830 -1.6512  0.12
H: -3.6698 4.2061 -2.9505  0.10
H: 4.0794 2.7063 -1.2464  0.12
H: 4.1194 2.3354 1.6607  0.12
H: 2.9234 3.2249 0.7289  0.10
H: 4.1416 4.8369 1.6912  0.11
H: 5.7089 4.0681 1.4462  0.10
H: 5.1385 5.9347 -0.0759  0.06
H: 5.4486 4.5654 -0.8867  0.06
C: 5.7518 -2.8403 1.2574  -0.10
O: 6.8405 -3.3915 1.9776  -0.19
C: 7.5276 -4.4350 1.3178  -0.21
C: 8.5732 -3.9603 0.2970  -0.43
C: 7.9723 -3.4598 -1.0132  -0.06
N: 9.4514 -2.9217 0.8443  0.04
H: 5.2272 -3.5984 0.6696  0.09
H: 6.0812 -2.0298 0.6037  0.06
H: 5.0549 -2.4196 1.9829  0.09
H: 8.0479 -4.9852 2.1067  0.12
H: 6.8141 -5.1313 0.8574  0.12
H: 9.1951 -4.8287 0.0596  0.13
H: 7.5381 -2.4651 -0.9107  0.05
H: 8.7455 -3.3952 -1.7785  0.08
H: 7.1951 -4.1354 -1.3756  0.08
H: 9.9417 -3.2896 1.6547  0.07
H: 8.8594 -2.1860 1.2217  0.06
C: -6.2234 2.2576 -2.2586  -0.11
O: -5.2570 1.6064 -3.0682  -0.20
C: -4.7675 0.3811 -2.5598  -0.21
C: -5.6587 -0.8377 -2.8386  -0.43
C: -6.8915 -0.9100 -1.9446  -0.06
N: -6.0765 -0.9121 -4.2427  0.04
H: -6.0323 2.0932 -1.1951  0.09
H: -7.2350 1.9300 -2.5120  0.08
H: -6.1516 3.3235 -2.4585  0.07
H: -3.8095 0.2208 -3.0646  0.12
H: -4.5514 0.4760 -1.4873  0.12
H: -5.0508 -1.7228 -2.6271  0.13
H: -7.6645 -0.2071 -2.2547  0.07
H: -7.3299 -1.9066 -1.9883  0.08
H: -6.6386 -0.7058 -0.9034  0.06
H: -5.2534 -0.9770 -4.8352  0.07
H: -6.4926 -0.0172 -4.4874  0.07
C: -6.7628 -0.5949 2.2460  -0.10
O: -7.2273 -1.6773 1.4606  -0.21
C: -6.8586 -2.9621 1.9227  -0.21
C: -7.7580 -3.5304 3.0301  -0.43
C: -7.5072 -2.9174 4.4042  -0.07
N: -9.1823 -3.4082 2.7070  0.04
H: -5.7801 -0.8040 2.6780  0.09
H: -7.4689 -0.3457 3.0414  0.08
H: -6.6780 0.2730 1.5909  0.08
H: -6.9433 -3.6165 1.0508  0.12
H: -5.8034 -2.9680 2.2267  0.12
H: -7.5256 -4.5970 3.1026  0.13
H: -7.9388 -1.9207 4.4909  0.06
H: -7.9657 -3.5330 5.1775  0.08
H: -6.4386 -2.8484 4.6179  0.08
H: -9.3767 -3.9149 1.8479  0.07
H: -9.3640 -2.4360 2.4716  0.07

Atoms 1-2, force components in eV/Å:
-0.169 0.502 -0.643
0.400 -0.723 0.370

Calculated values
- LUMO level: 0.02058 Eh
- SMILES: CCO[C@H](COCCOCOCCO)NCCN.COC[C@@H](C)N.COC[C@@H](C)N.COC[C@@H](C)N